(i)
Density functional theory data (the ωB97M-V functional and the def2-TZVPD basis) for an isolated molecule of C2F4.

Last column: Löwdin charge in e.
Element x y z (Å)
F1 -1.39924 1.11286 -0.03565  0.112
C1 0.68602 -0.01120 -0.03334  -0.363
C2 -0.61857 -0.00184 0.02631  -0.235
F2 1.34291 1.12148 0.03930  0.168
F3 1.36826 -1.09495 -0.02617  0.204
F4 -1.37938 -1.12634 0.02955  0.113

HOMO level: -10.135 eV
Net charge: 0
LUMO: 0.76 eV
SMILES: FC(F)=C(F)F
Frontier orbital gap: 10.90 eV

***

(ii)
Density functional theory data (the ωB97M-V functional and the def2-TZVPD basis) for an isolated molecule of C2F4.

Last column: Löwdin charge in e.
Element x y z (Å)
F1 1.35174 1.11123 0.01215  0.171
C1 0.66120 0.00280 -0.00759  -0.318
C2 -0.65111 -0.02855 0.02672  -0.276
F2 -1.38216 1.11061 -0.02128  0.119
F3 1.42409 -1.08332 -0.01589  0.149
F4 -1.40376 -1.11277 0.00589  0.155

HOMO level: -10.135 eV
Net charge: 0
LUMO: 0.79 eV
SMILES: FC(F)=C(F)F
Frontier orbital gap: 10.93 eV

***

Which of them is most stable, and which least? Most stable: (ii); least stable: (i).

***

(i)
Density functional theory data (the ωB97M-V functional and the def2-TZVPD basis) for an isolated molecule of C2H2FN3S.

Last column: Löwdin charge in e.
Element x y z (Å)
F1 -0.57213 -1.93406 0.11526  0.059
S1 0.02203 0.58926 1.88199  0.783
C1 -0.24322 -0.75514 -0.47407  -0.385
H1 0.46161 -0.79552 2.42953  0.012
N1 0.16508 0.69312 -1.80424  -0.111
N2 0.44712 1.32319 -0.68639  0.064
H2 0.53039 1.11788 -2.69766  0.189
N3 -0.07250 -0.59317 -1.73267  0.133
C2 0.24769 0.37081 0.25441  -0.743

HOMO level: -9.060 eV
Net charge: 0
LUMO: 0.45 eV
SMILES: Fc1n[nH]nc1S
Frontier orbital gap: 9.51 eV

***

(ii)
Density functional theory data (the ωB97M-V functional and the def2-TZVPD basis) for a cluster of 2 separate species, C2H2FN3S in total.

Last column: Löwdin charge in e.
Element x y z (Å)
H1 -0.63250 0.61920 -1.68347  0.098
F1 -0.87412 -2.77829 0.08255  0.067
C1 -2.12499 0.01862 -0.47193  -0.896
C2 -0.03804 -2.10726 0.79794  -0.172
S1 -3.31012 -0.45107 0.42427  0.724
N1 -1.51622 0.80405 -1.16780  0.097
H2 2.79824 -1.54473 0.58040  0.075
N2 2.00748 -0.90908 0.42588  0.097
N3 0.97914 -1.58857 0.44826  -0.091

HOMO level (spin up / spin down): -9.493 / -9.492 eV
Net charge: 0
LUMO (spin up / spin down): -0.43 / -0.43 eV
Frontier orbital gap (spin up / spin down): 9.06 / 9.06 eV

***

Which of them is most stable, and which least? Most stable: (i); least stable: (ii).

***

(i)
Density functional theory data (the ωB97M-V functional and the def2-TZVPD basis) for an isolated molecule of C2H6N2S.

Last column: Löwdin charge in e.
Element x y z (Å)
H1 1.54099 1.50753 -1.36831  -0.059
H2 -1.89262 -0.49356 2.38131  0.086
C1 0.55592 -1.09427 0.23759  -0.360
N1 0.30155 -0.42758 -0.96203  -0.384
H3 0.72573 -0.70005 -1.76224  0.007
H4 1.33513 -1.99773 0.09302  0.144
H5 -1.41731 0.13670 0.61136  0.028
S1 0.09658 1.32503 -1.00714  0.685
N2 -0.04291 -1.31018 1.35736  -0.024
H6 -0.71638 0.64731 2.23596  0.081
C2 -1.04449 -0.26178 1.62171  -0.204

HOMO level: -9.281 eV
Net charge: 0
LUMO: 0.37 eV
SMILES: C/N=C\NS
Frontier orbital gap: 9.65 eV

***

(ii)
Density functional theory data (the ωB97M-V functional and the def2-TZVPD basis) for an isolated molecule of C2H6N2S.

Last column: Löwdin charge in e.
Element x y z (Å)
S1 1.67054 -0.17071 0.68109  0.762
H1 0.01568 -1.28825 1.54865  0.000
H2 -2.63227 0.22580 -1.87870  0.115
N1 0.16320 -0.78734 0.80142  -0.493
H3 -2.15689 1.91111 -0.85917  0.029
C1 -1.80199 1.08124 -1.44489  -0.151
H4 -1.64077 -1.31070 0.03162  0.129
C2 -0.84510 -0.61192 -0.04847  -0.355
N2 -0.70530 0.44870 -0.65435  -0.076
H5 0.95884 1.04037 0.73695  -0.075
H6 -1.59605 1.70758 -2.54608  0.116

HOMO level: -8.541 eV
Net charge: 0
LUMO: 0.93 eV
SMILES: C/N=C/NS
Frontier orbital gap: 9.48 eV

***

(iii)
Density functional theory data (the ωB97M-V functional and the def2-TZVPD basis) for a structure of composition C2H6N2S.

Last column: Löwdin charge in e.
Element x y z (Å)
H1 1.00759 -2.57935 -1.53494  -0.027
S1 -0.01949 -0.52699 -0.93617  0.718
C1 0.92031 -2.15279 -0.59595  -0.392
H2 -0.52652 2.96530 1.20016  0.118
H3 0.47405 2.29957 -0.12384  0.182
H4 0.21955 -0.69574 1.71791  0.120
N1 -0.28841 1.21726 1.32881  -0.241
H5 0.23143 -2.76376 0.12049  0.049
H6 1.77801 -1.90394 0.26740  0.098
C2 -0.20743 0.04730 0.83464  -0.539
N2 -0.73296 2.17457 0.37110  -0.084

HOMO level: -8.971 eV
Net charge: 0
LUMO: 0.77 eV
Frontier orbital gap: 9.74 eV

***

(iv)
Density functional theory data (the ωB97M-V functional and the def2-TZVPD basis) for an isolated molecule of C2H6N2S.

Last column: Löwdin charge in e.
Element x y z (Å)
S1 0.64060 1.04807 -0.93214  0.750
H1 0.23418 -2.20757 -0.25493  0.109
H2 -1.74121 0.74599 1.14089  0.083
H3 -1.48438 -0.03710 2.65100  0.077
N1 -0.10771 -0.46386 -1.08820  -0.383
H4 1.87402 0.83062 -0.48273  -0.149
N2 -0.31158 -0.97331 1.23969  -0.024
C1 -0.11515 -1.24128 0.05823  -0.375
C2 -0.90346 0.23237 1.70330  -0.220
H5 0.07250 -0.99716 -1.88090  0.042
H6 -0.15796 1.00979 2.11128  0.090

HOMO level: -9.260 eV
Net charge: 0
LUMO: 0.72 eV
SMILES: C/N=C\NS
Frontier orbital gap: 9.98 eV

***

Which of them is most stable, and which least? Most stable: (iv); least stable: (iii).

***

(i)
Density functional theory data (the ωB97M-V functional and the def2-TZVPD basis) for an isolated molecule of C2H6N2S.

Last column: Löwdin charge in e.
Element x y z (Å)
C1 1.72298 -0.78284 -0.14373  -0.436
N1 2.68457 0.12507 -0.12800  -0.025
H1 2.55170 1.05340 -0.00598  0.037
H2 -3.27680 -0.19236 0.33402  0.052
H3 -2.28480 -0.08092 -1.23958  0.070
N2 -1.36874 -0.76166 0.38086  -0.491
H4 -2.01462 1.14495 -0.13408  0.054
H5 1.93268 -1.83118 -0.09855  0.066
S1 0.15843 -0.03952 0.38544  0.906
H6 3.59450 -0.08042 0.27485  0.110
C2 -2.36784 0.06224 -0.13565  -0.343

HOMO level (spin up / spin down): -6.882 / -7.493 eV
Net charge: 0
LUMO (spin up / spin down): -0.03 / 0.46 eV
Frontier orbital gap (spin up / spin down): 6.85 / 7.95 eV

***

(ii)
Density functional theory data (the ωB97M-V functional and the def2-TZVPD basis) for an isolated molecule of C2H6N2S.

Last column: Löwdin charge in e.
Element x y z (Å)
H1 -2.78622 -1.13107 -0.03498  0.123
N1 -1.92245 -0.38491 0.09611  -0.044
H2 2.23504 0.93019 -0.25200  0.119
H3 1.66708 0.09470 1.09778  0.038
C1 -0.80088 -0.77367 -0.36281  -0.405
C2 1.44521 0.07588 0.08553  -0.180
N2 0.12527 0.24788 -0.47182  -0.527
S1 -0.72990 1.79661 -0.23721  0.751
H4 -0.99826 1.63300 1.06421  -0.135
H5 -0.11574 -1.70366 -0.38981  0.144
H6 1.88085 -0.78495 -0.59502  0.116

HOMO level: -8.465 eV
Net charge: 0
LUMO: 0.90 eV
SMILES: [H]/N=C/N(C)S
Frontier orbital gap: 9.37 eV

***

(iii)
Density functional theory data (the ωB97M-V functional and the def2-TZVPD basis) for an isolated molecule of C2H6N2S.

Last column: Löwdin charge in e.
Element x y z (Å)
H1 -2.20708 -0.86110 0.69176  0.139
H2 -2.52241 0.90538 -0.58172  0.048
N1 -0.31570 -1.26778 -0.02797  -0.338
S1 1.23591 -0.86376 -0.71652  0.804
C1 -1.43833 -0.49926 -0.07021  -0.439
N2 -1.63394 0.46413 -0.83029  0.076
H3 -0.21638 -1.76162 0.78693  0.027
H4 0.85982 1.42089 0.21063  0.004
H5 2.49178 1.25287 -0.60250  0.084
C2 1.65665 0.72007 0.06939  -0.429
H6 2.08966 0.49019 1.07051  0.024

HOMO level: -8.875 eV
Net charge: 0
LUMO: 0.83 eV
SMILES: [H]/N=C/NSC
Frontier orbital gap: 9.70 eV

***

Which of them is most stable, and which least? Most stable: (iii); least stable: (i).

***

(i)
Density functional theory data (the ωB97M-V functional and the def2-TZVPD basis) for a cluster of 4 separate species, C2H6N2S in total.

Last column: Löwdin charge in e.
Element x y z (Å)
H1 -1.76390 -0.48251 0.92555  0.160
H2 -1.23677 1.21959 -0.39702  0.221
C1 0.97337 -0.14208 -0.00674  -1.137
H3 0.08207 -1.93929 0.07549  0.096
H4 1.38651 1.95626 -1.20150  0.175
S1 2.51449 -0.58676 -0.06137  0.582
H5 -1.89610 -1.47041 -0.63583  0.182
H6 0.84074 1.62111 1.50602  0.181
C2 0.47645 1.35641 -0.06382  -0.186
N1 -0.03439 -0.98356 0.00850  -0.169
N2 -1.34247 -0.54876 -0.14928  -0.105

HOMO level: -8.047 eV
Net charge: 0
LUMO: -0.15 eV
Frontier orbital gap: 7.90 eV

***

(ii)
Density functional theory data (the ωB97M-V functional and the def2-TZVPD basis) for an isolated molecule of C2H6N2S.

Last column: Löwdin charge in e.
Element x y z (Å)
N1 1.85491 -1.22743 0.18355  0.057
H1 -1.58895 1.14042 -0.16149  0.000
H2 -2.66809 -0.14398 -0.27011  0.027
H3 -1.76435 0.08078 1.36785  0.061
H4 0.58144 1.59204 -0.67595  0.087
C1 -1.74058 0.18564 0.24335  -0.444
S1 -0.68552 -1.11373 -0.38066  0.844
N2 1.20510 0.94220 -0.20862  0.077
H5 1.60676 -2.14135 0.36599  -0.005
C2 0.98684 -0.39527 -0.12473  -0.814
H6 2.21243 1.08068 -0.33919  0.108

HOMO level: -8.784 eV
Net charge: 0
LUMO: 0.78 eV
SMILES: [H]/N=C(/N)SC
Frontier orbital gap: 9.57 eV

***

(iii)
Density functional theory data (the ωB97M-V functional and the def2-TZVPD basis) for an isolated molecule of C2H6N2S.

Last column: Löwdin charge in e.
Element x y z (Å)
H1 0.11028 -0.86752 -1.25814  0.101
N1 -0.45635 -0.08325 -0.78846  -0.173
C1 -1.36409 -0.77062 0.22422  -0.100
H2 -1.70489 -0.09018 1.24664  0.138
H3 -2.29594 -1.12313 -0.29282  0.071
H4 -0.63024 -1.49648 0.60764  0.049
C2 1.54982 0.69815 0.16014  -0.728
H5 1.92550 1.53565 0.93623  0.109
H6 -0.08910 1.91317 -0.28448  0.206
N2 0.39330 0.91567 -0.37395  -0.166
S1 2.56171 -0.63147 -0.17701  0.493

HOMO level: -8.449 eV
Net charge: 0
LUMO: 0.59 eV
SMILES: CNNC=S
Frontier orbital gap: 9.03 eV

***

(iv)
Density functional theory data (the ωB97M-V functional and the def2-TZVPD basis) for a structure of composition C2H6N2S.

Last column: Löwdin charge in e.
Element x y z (Å)
H1 -1.05353 0.69972 2.51920  0.041
N1 1.84427 0.54707 -1.38905  -0.146
C1 -1.23359 -0.19840 1.86022  -0.381
H2 1.98231 0.97772 -2.22346  0.053
H3 -0.83167 -0.99391 2.49703  0.075
H4 2.53489 0.73420 0.44464  0.138
H5 -2.22190 -0.72915 1.67428  0.100
N2 1.72815 1.11587 -0.35146  -0.540
S1 0.37566 1.22701 0.81389  0.915
H6 1.33693 -0.36998 -1.64414  0.135
C2 -0.42854 -0.29447 0.66674  -0.389

HOMO level: -8.513 eV
Net charge: 0
LUMO: 0.36 eV
Frontier orbital gap: 8.87 eV

***

Which of them is most stable, and which least? Most stable: (ii); least stable: (i).

***

(i)
Density functional theory data (the ωB97M-V functional and the def2-TZVPD basis) for a structure of composition C2H6N2S.

Last column: Löwdin charge in e.
Element x y z (Å)
H1 2.07069 1.37647 0.63314  -0.136
H2 0.13708 -1.78544 1.09790  0.076
C1 0.62899 -0.19759 -0.38343  -0.684
H3 0.43656 -0.05813 -1.71861  0.190
N1 -1.49685 0.84109 0.15690  0.023
H4 -1.42207 1.80799 0.42114  0.071
N2 -0.37383 0.15222 0.59448  -0.200
H5 -0.84866 -1.96442 -0.24342  0.123
S1 2.39291 0.18272 0.04809  0.668
C2 -0.14551 -1.24671 0.24651  -0.190
H6 -1.37930 0.89181 -0.85271  0.060

HOMO level: -9.140 eV
Net charge: 0
LUMO: 0.97 eV
Frontier orbital gap: 10.11 eV

***

(ii)
Density functional theory data (the ωB97M-V functional and the def2-TZVPD basis) for an isolated molecule of C2H6N2S.

Last column: Löwdin charge in e.
Element x y z (Å)
H1 1.03677 2.16763 -1.53539  0.033
N1 -1.70222 -0.85570 0.69615  0.054
S1 -0.34942 0.15622 -1.28390  0.769
H2 -2.25638 -1.02636 -0.17132  0.095
N2 0.56194 -1.30068 0.88784  0.082
H3 -1.77157 -1.50134 1.44298  0.085
C1 0.91527 1.41755 -0.72103  -0.395
C2 -0.42678 -0.77613 0.33691  -0.843
H4 1.91709 0.80632 -0.57977  0.057
H5 1.47882 -0.86356 0.68261  0.044
H6 0.59648 1.77605 0.24491  0.019

HOMO level: -8.805 eV
Net charge: 0
LUMO: 0.82 eV
SMILES: [H]/N=C(/N)SC
Frontier orbital gap: 9.62 eV

***

Which of them is most stable, and which least? Most stable: (ii); least stable: (i).